Record 1
DFT (ωB97M-V/def2-TZVPD) results for a structure of composition C6H18Ba3NO6.

* E_tot: -820.60821 Ha
* frontier orbital gap (spin up / spin down): 0.157 / 0.345 Eh
* highest occupied orbital energy (spin up / spin down): -15.700 / -20.987 eV
* 2S+1: 2
* total charge: +4

Each line ends with the Löwdin charge.
Atoms and positions in Å:
Ba: 1.146 -2.380 -2.586  1.970
Ba: -1.146 4.387 0.364  1.821
Ba: 3.207 3.570 -2.570  1.426
N: 0.311 1.179 -0.991  -0.631
O: -0.511 1.735 -0.322  -0.149
O: 1.212 1.888 -1.439  -0.296
O: 0.271 -0.015 -1.174  -0.116
C: 0.905 1.399 2.992  -0.029
C: 1.328 2.705 2.281  -0.296
O: 0.447 3.789 2.575  -0.260
H: 0.473 1.590 3.974  0.102
H: 1.723 0.684 2.895  0.076
H: 0.106 0.881 2.461  0.064
H: 1.347 2.674 1.191  0.052
H: 2.332 3.037 2.547  0.132
H: 0.783 4.306 3.311  0.116
C: -3.130 -0.603 -2.010  -0.062
C: -2.456 -0.601 -3.383  -0.310
O: -1.606 -1.707 -3.441  -0.203
H: -2.361 -0.596 -1.237  0.053
H: -3.563 -1.601 -1.940  0.086
H: -3.934 0.120 -1.867  0.094
H: -1.982 0.374 -3.493  0.111
H: -3.238 -0.599 -4.142  0.136
H: -2.096 -2.521 -3.580  0.107
C: 1.911 -2.038 1.186  -0.098
C: 0.640 -2.832 1.287  -0.252
O: 0.427 -3.380 -0.022  -0.242
H: 2.705 -2.672 0.789  0.086
H: 2.281 -1.699 2.153  0.094
H: 1.899 -1.169 0.529  0.040
H: -0.168 -2.139 1.519  0.125
H: 0.830 -3.588 2.049  0.147
H: -0.097 -4.176 0.089  0.106

Record 2
DFT (ωB97M-V/def2-TZVPD) results for an isolated molecule of C5H6O3.

* E_tot: -419.72746 Ha
* frontier orbital gap: 0.406 Eh
* highest occupied orbital energy: -10.363 eV
* 2S+1: 1
* SMILES: C#COC(=O)[C@@H](C)O
* energy relative to the best compared isomer or geometry (same formula, charge and spin): 70.2 kcal/mol

Each line ends with the Löwdin charge.
Atoms and positions in Å:
C: -2.562 2.501 -0.769  0.153
C: -0.662 -0.129 0.223  -0.404
C: -1.839 1.552 -0.895  -0.136
C: 1.798 -0.370 0.105  -0.010
C: 0.491 -1.159 -0.041  -0.295
O: -0.786 0.700 -0.819  0.070
O: -1.386 -0.057 1.195  0.149
O: 0.485 -2.109 1.007  -0.013
H: -3.221 3.218 -1.101  0.015
H: 2.484 -1.138 0.276  0.075
H: 1.775 0.283 0.890  0.067
H: 1.953 0.162 -0.826  0.097
H: 0.427 -1.679 -0.957  0.142
H: 1.042 -1.773 1.712  0.092

Record 3
DFT (ωB97M-V/def2-TZVPD) results for an isolated molecule of C11H16N4O3.

* E_tot: -873.49462 Ha
* frontier orbital gap: 0.335 Eh
* highest occupied orbital energy: -8.556 eV
* 2S+1: 1
* SMILES: O=C(O)[C@H](Cc1c[nH]cn1)NC(=O)[C@@H]1CCCN1
* energy relative to the best compared isomer or geometry (same formula, charge and spin): 46.1 kcal/mol

Each line ends with the Löwdin charge.
Atoms and positions in Å:
C: 1.124 -1.154 1.689  -0.249
C: 1.735 -0.156 0.705  -0.427
C: 1.976 -2.452 2.060  -0.106
C: 0.876 -3.394 2.588  -0.176
C: -0.418 -2.917 1.832  -0.191
C: 1.147 1.568 -1.000  -0.172
C: 0.517 2.846 -0.446  -0.487
C: 0.460 1.154 -2.331  -0.069
C: -0.988 1.396 -2.187  -0.255
C: -1.912 2.291 -2.712  -0.054
C: -2.966 0.829 -1.532  -0.210
H: -0.106 -1.589 0.131  0.087
H: 0.910 -0.608 2.595  0.140
H: 2.416 -2.855 1.149  0.119
H: 2.498 -2.037 2.945  0.119
H: 1.123 -4.451 2.414  0.100
H: 0.668 -3.302 3.646  0.092
H: -1.286 -2.716 2.433  0.085
H: -0.771 -3.767 1.161  0.120
H: -0.216 0.338 -0.001  0.088
H: 2.172 1.712 -0.981  0.132
H: 1.026 1.614 -3.138  0.127
H: 0.620 0.098 -2.362  0.114
H: -1.769 3.153 -3.319  0.118
H: -3.832 0.370 -1.072  0.122
H: -3.942 2.508 -2.469  0.165
H: -0.256 3.753 0.738  0.144
N: -0.151 -1.631 1.134  -0.036
N: 0.777 0.448 -0.122  0.073
N: -1.739 0.363 -1.520  0.116
N: -3.120 1.964 -2.213  0.050
O: 2.910 -0.050 0.546  0.096
O: 0.649 3.899 -1.072  0.080
O: -0.132 2.777 0.709  0.142

Record 4
DFT (ωB97M-V/def2-TZVPD) results for an isolated molecule of C5H10N2O2S.

* E_tot: -854.51775 Ha
* frontier orbital gap (spin up / spin down): 0.303 / 0.303 Eh
* highest occupied orbital energy (spin up / spin down): -8.815 / -8.818 eV
* 2S+1: 1
* energy relative to the best compared isomer or geometry (same formula, charge and spin): 93.6 kcal/mol

Each line ends with the Löwdin charge.
Atoms and positions in Å:
C: -0.477 -0.511 -1.418  -0.560
C: 0.815 0.589 0.442  -0.268
C: 0.369 -0.802 -0.147  -0.483
C: -0.554 -1.491 0.938  -0.029
C: 1.422 -1.755 -0.534  -0.054
N: -0.224 0.746 -1.895  -0.251
N: -1.030 2.594 0.184  -0.192
O: -1.237 -1.216 -2.021  0.100
O: -1.321 3.895 0.729  -0.098
S: 0.533 1.734 -0.955  1.087
H: 0.096 0.711 1.318  0.109
H: 1.769 0.433 0.719  0.041
H: -0.070 -1.777 1.816  0.069
H: -0.943 -2.393 0.585  0.068
H: -1.484 -1.045 1.084  0.071
H: 1.706 -2.406 0.353  0.117
H: 2.331 -1.279 -0.792  0.065
H: 1.320 -2.320 -1.482  0.111
H: -1.244 3.709 1.624  0.035
H: -1.776 2.586 -0.548  0.064

Record 5
DFT (ωB97M-V/def2-TZVPD) results for a structure of composition C35H43AsN6ReS.

* E_tot: -4399.19338 Ha
* frontier orbital gap: 0.197 Eh
* highest occupied orbital energy: -15.421 eV
* 2S+1: 1
* total charge: +3

Each line ends with the Löwdin charge.
Atoms and positions in Å:
Re: -0.151 0.706 0.774  1.072
C: 1.765 -0.829 -0.240  -0.067
N: 2.981 -0.105 0.000  -0.105
C: 4.201 -0.867 0.282  0.005
C: 2.888 1.228 0.190  -0.337
N: 1.678 1.678 0.502  -0.015
C: 1.113 2.980 0.373  -0.295
C: 1.449 4.037 -0.381  -0.015
C: 0.551 5.148 -0.631  -0.051
C: -0.795 5.100 -0.760  -0.049
C: -1.651 3.933 -0.660  -0.014
C: -1.390 2.907 0.165  -0.349
N: -1.943 1.603 0.286  -0.014
C: -3.159 1.113 0.009  -0.330
N: -4.255 1.861 -0.133  -0.115
C: -5.311 1.514 -1.091  -0.004
C: -4.456 3.109 0.598  -0.007
N: -3.258 -0.240 -0.091  -0.121
C: -2.050 -1.003 -0.184  -0.066
C: -4.459 -0.973 0.323  -0.004
N: 3.988 1.998 0.141  -0.119
C: 4.168 3.142 1.022  -0.012
C: 5.037 1.795 -0.863  -0.007
H: 1.974 -1.895 -0.307  0.127
H: 1.262 -0.520 -1.157  0.109
H: 1.085 -0.798 0.684  0.008
H: 3.927 -1.767 0.829  0.086
H: 4.858 -0.275 0.913  0.103
H: 4.723 -1.145 -0.632  0.106
H: 2.405 4.069 -0.889  0.117
H: 1.030 6.090 -0.870  0.121
H: -1.284 6.009 -1.088  0.122
H: -2.512 3.901 -1.314  0.122
H: -4.982 0.706 -1.739  0.101
H: -5.512 2.391 -1.707  0.110
H: -6.231 1.230 -0.580  0.104
H: -3.803 3.145 1.468  0.092
H: -5.491 3.126 0.936  0.111
H: -4.283 3.986 -0.024  0.092
H: -1.464 -0.745 -1.073  0.106
H: -2.281 -2.064 -0.246  0.125
H: -1.468 -0.964 0.812  0.057
H: -5.174 -0.281 0.757  0.094
H: -4.184 -1.701 1.086  0.099
H: -4.916 -1.483 -0.523  0.110
H: 3.628 2.978 1.954  0.086
H: 3.847 4.085 0.579  0.084
H: 5.229 3.215 1.257  0.111
H: 4.719 1.060 -1.597  0.099
H: 5.971 1.475 -0.401  0.104
H: 5.206 2.739 -1.380  0.109
C: 0.533 4.101 5.879  0.001
C: 1.009 4.130 4.599  -0.026
C: 0.792 3.007 3.690  -0.488
C: 0.194 1.797 4.248  -0.326
C: -0.291 1.802 5.525  -0.036
C: -0.118 2.944 6.327  0.078
As: 0.067 0.203 3.110  1.247
C: 1.684 -0.727 3.601  -0.369
C: 1.858 -2.027 3.127  -0.140
C: 3.023 -2.720 3.419  -0.062
C: 4.021 -2.114 4.171  -0.041
C: 3.852 -0.821 4.641  -0.046
C: 2.681 -0.127 4.362  -0.087
C: -1.412 -0.722 3.914  -0.393
C: -1.242 -1.835 4.729  -0.082
C: -2.357 -2.445 5.293  -0.039
C: -3.624 -1.932 5.058  -0.038
C: -3.789 -0.807 4.258  -0.062
C: -2.685 -0.204 3.676  -0.129
H: 0.650 4.949 6.538  0.138
H: 1.499 5.010 4.203  0.142
H: 1.616 2.842 2.992  0.106
H: -0.803 0.941 5.937  0.126
H: -0.505 2.926 7.339  0.145
H: 1.076 -2.522 2.557  0.111
H: 3.146 -3.738 3.075  0.123
H: 4.926 -2.659 4.403  0.125
H: 4.624 -0.357 5.239  0.121
H: 2.557 0.873 4.763  0.099
H: -0.255 -2.228 4.939  0.106
H: -2.232 -3.313 5.924  0.124
H: -4.486 -2.403 5.510  0.124
H: -4.778 -0.399 4.100  0.117
H: -2.813 0.683 3.061  0.093
S: -0.579 3.700 2.554  1.098
C: -0.200 2.780 1.057  -0.655

Record 6
DFT (ωB97M-V/def2-TZVPD) results for a structure of composition CN4S2.

* E_tot: -1053.30271 Ha
* frontier orbital gap: 0.317 Eh
* highest occupied orbital energy: -9.416 eV
* 2S+1: 1
* energy relative to the best compared isomer or geometry (same formula, charge and spin): 63.8 kcal/mol

Each line ends with the Löwdin charge.
Atoms and positions in Å:
C: 0.915 -0.162 0.335  -0.528
N: -0.251 -2.128 -0.200  0.215
N: -1.089 -1.387 -0.453  -0.201
N: -1.352 -0.173 -0.464  -0.019
N: -0.195 0.458 -0.022  -0.656
S: 1.883 1.248 0.698  0.572
S: 0.090 2.143 0.106  0.618